#a
104
Properties=species:S:1:pos:R:3:lowdin_charge:R:1 method="wB97M-V/def2-TZVPD" homo_energy_ha=-0.16933 lumo_energy_ev=2.08 total_charge=-1
Ti -0.663 -0.482 -0.361 1.15
C 3.713 -3.640 -2.694 -0.09
C 2.479 -4.334 -3.260 -0.26
N 1.410 -3.421 -3.615 -0.04
C 0.599 -2.819 -2.689 -0.83
S -0.441 -1.579 -3.231 0.72
N 0.717 -3.300 -1.471 0.01
N -0.038 -2.686 -0.522 -0.02
C -0.199 -3.365 0.563 -0.26
C 0.378 -4.726 0.785 -0.02
C -1.001 -2.749 1.629 -0.21
C -1.491 -3.489 2.700 0.00
C -2.218 -2.853 3.686 -0.05
C -2.426 -1.486 3.597 -0.05
C -1.918 -0.816 2.500 -0.10
N -1.246 -1.437 1.534 0.05
H 4.484 -4.370 -2.435 0.07
H 3.449 -3.082 -1.796 0.06
H 4.134 -2.940 -3.419 0.07
H 2.084 -5.033 -2.524 0.10
H 2.733 -4.907 -4.155 0.10
H 1.461 -2.927 -4.489 0.10
H 1.256 -4.844 0.157 0.07
H -0.338 -5.505 0.505 0.09
H 0.656 -4.843 1.831 0.07
H -1.278 -4.544 2.765 0.11
H -2.603 -3.416 4.527 0.11
H -2.971 -0.940 4.354 0.11
H -2.039 0.250 2.377 0.11
C 3.332 4.624 -2.170 -0.05
C 2.144 3.706 -2.059 -0.26
C 1.608 3.071 -3.173 -0.03
C 0.545 2.200 -3.047 -0.05
C -0.039 1.940 -1.804 -0.26
N -1.073 0.993 -1.676 -0.06
C -2.244 1.211 -2.405 -0.20
C -2.399 2.370 -3.193 -0.01
C -3.520 2.617 -3.957 -0.04
C -4.590 1.734 -3.981 -0.28
C -5.820 1.980 -4.813 -0.06
C -4.491 0.630 -3.155 0.01
C -3.376 0.361 -2.367 -0.07
C -3.471 -0.792 -1.383 -0.30
O -2.252 -1.169 -0.914 -0.25
C -4.104 -2.081 -2.008 -0.55
F -5.460 -2.047 -2.003 0.13
F -3.750 -3.165 -1.314 0.16
F -3.724 -2.263 -3.270 0.16
C -4.335 -0.356 -0.163 -0.53
F -5.544 0.121 -0.489 0.16
F -3.699 0.616 0.506 0.16
F -4.525 -1.372 0.697 0.16
C 0.496 2.576 -0.677 -0.06
C 1.572 3.446 -0.823 0.03
C -0.133 2.274 0.682 -0.27
O -0.521 0.959 0.830 -0.21
C 0.853 2.524 1.865 -0.54
F 1.083 3.834 2.108 0.14
F 2.039 1.959 1.620 0.17
F 0.380 2.005 2.997 0.17
C -1.369 3.197 0.875 -0.53
F -1.050 4.496 0.732 0.16
F -1.914 3.054 2.097 0.16
F -2.322 2.929 -0.015 0.18
H 3.605 4.786 -3.213 0.07
H 4.200 4.202 -1.658 0.08
H 3.127 5.597 -1.719 0.08
H 2.044 3.240 -4.152 0.11
H 0.159 1.673 -3.911 0.12
H -1.618 3.113 -3.197 0.10
H -3.559 3.528 -4.546 0.11
H -5.653 2.788 -5.526 0.07
H -6.674 2.259 -4.190 0.08
H -6.104 1.089 -5.375 0.07
H -5.334 -0.048 -3.107 0.12
H 1.989 3.940 0.043 0.12
C 1.513 2.643 6.923 -0.06
C 1.739 1.517 5.951 -0.28
C 0.784 0.515 5.793 -0.04
C 0.958 -0.497 4.864 -0.05
C 2.102 -0.519 4.081 -0.27
C 3.074 0.455 4.239 -0.06
C 2.888 1.466 5.169 -0.05
S 2.309 -1.788 2.855 0.60
O 3.734 -2.043 2.779 -0.33
O 1.480 -2.886 3.303 -0.31
N 1.660 -1.193 1.540 -0.07
C 2.327 -0.742 0.465 -0.37
C 3.731 -0.546 0.361 -0.02
C 4.286 -0.161 -0.826 -0.07
C 3.472 0.031 -1.946 -0.08
C 2.123 -0.125 -1.780 -0.17
N 1.538 -0.451 -0.610 0.04
H 0.829 3.383 6.500 0.08
H 2.447 3.152 7.162 0.07
H 1.072 2.282 7.853 0.07
H -0.113 0.534 6.403 0.11
H 0.220 -1.278 4.740 0.10
H 3.972 0.414 3.636 0.11
H 3.647 2.231 5.288 0.11
H 4.341 -0.739 1.228 0.09
H 5.359 -0.020 -0.893 0.10
H 3.869 0.300 -2.914 0.10
H 1.448 0.001 -2.609 0.04



#b
104
Properties=species:S:1:pos:R:3:lowdin_charge:R:1 method="wB97M-V/def2-TZVPD" homo_energy_ha=-0.16763 lumo_energy_ev=1.71 total_charge=-1
Ti 0.228 0.749 -0.531 1.22
C -1.557 -5.772 2.028 -0.10
C -1.262 -4.307 2.323 -0.30
N -1.151 -3.547 1.106 -0.02
C -1.657 -2.294 0.884 -0.87
S -2.536 -1.431 2.051 0.59
N -1.442 -1.901 -0.360 -0.03
N -1.565 -0.584 -0.674 -0.03
C -2.512 -0.277 -1.489 -0.26
C -3.595 -1.249 -1.818 0.00
C -2.480 1.089 -2.018 -0.21
C -3.517 1.688 -2.714 0.00
C -3.425 3.037 -3.018 -0.05
C -2.306 3.748 -2.629 -0.03
C -1.289 3.067 -1.985 -0.11
N -1.372 1.771 -1.710 0.04
H -1.615 -6.349 2.953 0.06
H -0.769 -6.211 1.409 0.06
H -2.502 -5.873 1.493 0.07
H -0.344 -4.231 2.918 0.10
H -2.059 -3.856 2.911 0.06
H -0.499 -3.865 0.404 0.11
H -3.795 -1.859 -0.939 0.08
H -3.271 -1.916 -2.622 0.08
H -4.506 -0.743 -2.129 0.07
H -4.395 1.123 -2.988 0.10
H -4.234 3.530 -3.542 0.11
H -2.205 4.806 -2.822 0.11
H -0.377 3.564 -1.681 0.10
C 2.879 -5.821 0.894 -0.06
C 2.411 -4.534 0.268 -0.28
C 2.100 -4.435 -1.079 -0.05
C 1.656 -3.250 -1.632 -0.01
C 1.459 -2.083 -0.869 -0.19
N 0.978 -0.910 -1.430 -0.04
C 0.554 -0.909 -2.776 -0.22
C -0.352 -1.859 -3.267 -0.04
C -0.784 -1.829 -4.578 -0.03
C -0.342 -0.845 -5.459 -0.26
C -0.823 -0.794 -6.885 -0.06
C 0.514 0.126 -4.965 0.02
C 0.938 0.125 -3.640 -0.06
C 1.783 1.247 -3.041 -0.27
O 1.347 1.571 -1.774 -0.20
C 1.681 2.579 -3.854 -0.54
F 2.349 2.554 -5.024 0.14
F 0.401 2.859 -4.153 0.15
F 2.153 3.606 -3.154 0.18
C 3.284 0.818 -3.030 -0.54
F 4.079 1.798 -2.585 0.17
F 3.503 -0.258 -2.280 0.18
F 3.692 0.501 -4.277 0.15
C 1.876 -2.163 0.482 -0.07
C 2.320 -3.368 1.012 0.00
C 1.904 -0.899 1.333 -0.27
O 0.880 -0.051 0.998 -0.19
C 1.708 -1.189 2.854 -0.54
F 2.821 -1.710 3.426 0.13
F 1.419 -0.072 3.525 0.16
F 0.716 -2.047 3.063 0.16
C 3.290 -0.174 1.165 -0.52
F 3.234 0.728 0.189 0.17
F 4.276 -1.036 0.883 0.17
F 3.674 0.489 2.277 0.14
H 2.722 -6.662 0.218 0.07
H 2.340 -6.030 1.821 0.07
H 3.944 -5.783 1.137 0.08
H 2.210 -5.303 -1.723 0.11
H 1.460 -3.230 -2.692 0.10
H -0.726 -2.602 -2.575 0.11
H -1.484 -2.582 -4.925 0.11
H -1.143 -1.779 -7.226 0.07
H -0.037 -0.441 -7.553 0.08
H -1.672 -0.115 -6.988 0.08
H 0.846 0.906 -5.637 0.12
H 2.622 -3.409 2.049 0.12
C 2.088 3.905 6.790 -0.06
C 1.622 3.852 5.359 -0.28
C 2.228 3.001 4.439 -0.03
C 1.781 2.940 3.129 -0.05
C 0.718 3.731 2.732 -0.28
C 0.105 4.594 3.627 -0.05
C 0.561 4.649 4.935 -0.04
S 0.120 3.586 1.068 0.57
O -0.781 4.703 0.895 -0.30
O 1.279 3.495 0.206 -0.31
N -0.613 2.187 0.935 -0.20
C -1.882 2.073 1.557 -0.40
C -1.946 1.854 2.934 -0.04
C -3.179 1.745 3.539 -0.09
C -4.317 1.830 2.749 -0.09
C -4.149 2.024 1.390 -0.15
N -2.966 2.163 0.797 0.15
H 3.000 3.324 6.927 0.07
H 1.328 3.500 7.462 0.08
H 2.288 4.932 7.101 0.08
H 3.054 2.371 4.748 0.11
H 2.249 2.283 2.413 0.10
H -0.722 5.204 3.290 0.11
H 0.084 5.321 5.641 0.11
H -1.024 1.733 3.489 0.11
H -3.252 1.560 4.604 0.11
H -5.308 1.722 3.168 0.09
H -5.015 2.075 0.736 0.10



Stability verdict: #a, ahead by 20.0 kcal/mol



#a
21
Properties=species:S:1:pos:R:3:lowdin_charge:R:1 method="wB97M-V/def2-TZVPD" homo_energy_ha=-0.30503 lumo_energy_ev=0.85
C -0.743 -0.934 2.079 -0.07
C -0.276 -0.548 0.726 -0.34
C -1.038 -0.794 -0.385 -0.04
C -0.395 -0.559 -1.757 -0.18
C 1.130 -0.642 -1.646 -0.20
C 1.754 -0.062 -0.426 -0.13
C 1.054 0.038 0.673 -0.12
H -0.698 -0.239 2.967 0.10
H 0.034 -1.711 2.307 0.10
H -1.709 -1.410 1.973 0.07
H -2.091 -0.951 -0.319 0.10
H -0.794 -1.278 -2.374 0.07
H -0.759 0.549 -2.039 0.14
H 1.353 -1.666 -1.397 0.11
H 1.709 -0.230 -2.570 0.14
H 2.788 0.351 -0.517 0.12
H 1.526 0.354 1.652 0.14
N -0.125 2.587 -0.152 0.24
C -0.967 2.472 0.657 -0.43
O -1.725 2.527 1.536 0.16
H -0.027 2.146 -0.985 0.03



#b
21
Properties=species:S:1:pos:R:3:lowdin_charge:R:1 method="wB97M-V/def2-TZVPD" homo_energy_ha=-0.34694 lumo_energy_ev=-0.74
H 0.939 -2.944 -0.752 0.07
N 1.645 -2.216 -0.508 0.16
C 1.307 -1.000 -0.540 -0.29
C 2.050 0.219 -0.052 -0.21
C 3.186 0.303 0.622 0.14
C 0.950 1.114 -0.257 -0.33
O 0.720 2.291 -0.111 0.12
C 0.119 -0.069 -0.905 -0.11
C -1.329 -0.244 -0.291 -0.35
C -1.313 -0.208 1.256 -0.08
C -2.341 0.881 -0.608 -0.08
H 3.449 1.259 1.198 0.10
H 4.022 -0.495 0.684 0.11
H -0.104 -0.184 -2.024 0.17
H -1.832 -1.234 -0.726 0.17
H -2.219 -0.549 1.709 0.08
H -1.003 0.673 1.761 0.08
H -0.666 -0.896 1.601 0.03
H -1.752 1.916 -0.590 0.13
H -3.043 0.794 0.124 0.02
H -2.785 0.588 -1.590 0.08



Stability verdict: #a, ahead by 32.9 kcal/mol



#a
13
Properties=species:S:1:pos:R:3:lowdin_charge:R:1 method="wB97M-V/def2-TZVPD" homo_energy_ha=-0.31206 lumo_energy_ev=0.71
C 1.026 -0.397 0.380 -0.36
C 1.202 0.852 0.834 -0.07
C 0.932 -0.716 -1.106 0.00
C -2.573 0.607 -0.187 -0.03
O -2.251 0.078 0.942 -0.08
F 0.955 -1.391 1.199 0.10
F 1.219 1.807 -0.121 0.01
H 1.169 0.015 -1.828 0.07
H 1.443 -1.639 -1.379 0.09
H 0.008 -1.067 -1.468 0.06
H 1.359 1.056 1.829 0.10
H -2.198 1.686 -0.156 0.01
H -2.292 -0.890 1.062 0.11



#b
13
Properties=species:S:1:pos:R:3:lowdin_charge:R:1 method="wB97M-V/def2-TZVPD" homo_energy_ha=-0.32575 lumo_energy_ev=0.73
C -0.848 -0.899 -0.233 -0.02
C -0.031 -0.088 -0.857 -0.43
C -0.055 -0.587 2.140 -0.19
C -0.211 1.296 -1.417 -0.05
O 0.991 -1.377 2.363 0.01
F 1.293 -0.491 -0.955 -0.01
F 0.202 0.689 1.906 0.02
H -1.929 -0.592 -0.353 0.11
H -0.596 -1.973 -0.106 0.10
H -1.031 1.903 -0.987 0.08
H -0.492 1.236 -2.518 0.10
H 0.725 1.957 -1.297 0.11
H 1.981 -1.074 2.315 0.17



#c
13
Properties=species:S:1:pos:R:3:lowdin_charge:R:1 method="wB97M-V/def2-TZVPD" homo_energy_ha=-0.38604 lumo_energy_ev=0.68
C 0.967 1.503 0.728 0.02
C 0.039 0.562 -0.055 -0.38
F -0.720 1.231 -1.037 0.03
C 0.393 -0.827 -0.409 -0.20
O 1.705 -1.390 -0.201 -0.02
C -0.631 -0.532 0.634 -0.20
F -1.937 -0.764 0.349 0.05
H 0.625 2.090 1.610 0.10
H 1.282 2.297 0.070 0.08
H 1.850 0.931 0.974 0.07
H -0.051 -1.217 -1.402 0.19
H 2.336 -0.684 -0.470 0.10
H -0.377 -0.733 1.633 0.15



#d
13
Properties=species:S:1:pos:R:3:lowdin_charge:R:1 method="wB97M-V/def2-TZVPD" homo_energy_ha=-0.36007 lumo_energy_ev=0.34
C -0.005 -0.505 0.577 -0.48
C -1.852 1.623 -1.573 -0.08
C 1.118 -1.094 1.407 -0.01
C 0.477 -0.015 -0.797 -0.05
O -1.102 -0.226 0.992 0.07
F -2.869 0.928 -1.244 0.10
F -1.709 2.520 -0.562 0.01
H 0.725 -1.167 2.346 0.05
H 2.052 -0.599 1.239 0.09
H 1.396 -2.006 1.001 0.06
H 1.375 -0.514 -1.279 0.10
H 0.742 1.134 -0.668 0.13
H -0.349 -0.077 -1.438 0.00



Stability verdict: #c, ahead by 26.3 kcal/mol



#a
24
Properties=species:S:1:pos:R:3:lowdin_charge:R:1 method="wB97M-V/def2-TZVPD" homo_energy_ha=-0.51790 lumo_energy_ev=-10.13 total_charge=+1
C 0.385 1.914 0.634 -0.14
C -0.351 1.276 -0.638 -0.22
C 0.322 1.106 -2.037 -0.11
S 0.051 -1.328 2.044 0.84
N 1.667 1.129 0.567 0.21
H 0.669 2.965 0.641 0.13
H -0.141 1.602 1.542 0.09
H -1.365 1.709 -0.794 0.13
H -0.535 0.173 -0.331 0.07
H -0.434 0.828 -2.838 0.10
H 1.103 0.322 -2.000 0.07
H 0.117 -2.153 3.095 -0.15
H 2.537 1.479 1.066 0.17
H 1.433 0.142 0.797 -0.01
H 0.765 2.062 -2.462 0.09
H -1.923 0.064 1.545 -0.04
H -3.140 0.573 2.111 0.09
O -2.245 0.939 1.877 -0.09
H 2.073 -2.987 -0.309 0.06
H 0.938 -2.302 0.624 -0.06
O 1.139 -2.701 -0.409 -0.19
H -0.236 -2.257 -1.393 -0.01
H -1.714 -2.620 -1.693 0.00
O -1.117 -1.934 -1.640 -0.03



#b
24
Properties=species:S:1:pos:R:3:lowdin_charge:R:1 method="wB97M-V/def2-TZVPD" homo_energy_ha=-0.46629 lumo_energy_ev=-2.75 total_charge=+1
C -0.041 -1.431 1.730 -0.03
C 0.070 -0.212 0.840 -0.42
C -1.301 0.413 0.610 -0.48
S -1.269 1.915 -0.439 0.77
N 0.995 0.775 1.498 0.20
H -0.462 -2.266 1.172 0.09
H -0.706 -1.256 2.576 0.10
H 0.921 -1.797 2.083 0.09
H 0.525 -0.419 -0.123 0.12
H -1.945 -0.294 0.111 0.07
H -1.746 0.702 1.560 0.08
H -1.108 1.269 -1.599 -0.14
H 1.384 1.510 0.850 0.09
H 0.591 1.215 2.324 0.17
H 1.798 0.228 1.809 0.16
H -0.114 -1.041 -2.475 0.01
H 0.914 -0.203 -3.271 0.06
O 0.548 -0.334 -2.382 -0.08
H 1.380 2.870 -0.895 0.04
H 2.254 3.628 0.140 0.08
O 1.993 2.746 -0.160 -0.06
H -1.259 -3.342 -1.686 0.07
H -2.021 -2.283 -2.505 0.07
O -1.402 -2.391 -1.767 -0.05



Stability verdict: #b, ahead by 190.4 kcal/mol



#a
37
Properties=species:S:1:pos:R:3:lowdin_charge:R:1 method="wB97M-V/def2-TZVPD" homo_energy_ha=-0.28747 lumo_energy_ev=0.80
C -3.519 0.138 -0.210 -0.05
C -2.639 -0.700 0.647 -0.24
C -1.989 -1.828 0.293 -0.06
N -1.209 -2.281 1.336 0.07
C -1.419 -1.467 2.419 -0.22
C -0.889 -1.536 3.689 -0.03
C -1.273 -0.554 4.594 -0.10
C -2.107 0.490 4.209 -0.10
C -2.600 0.581 2.920 -0.03
C -2.290 -0.425 2.010 -0.14
H -3.358 1.209 -0.073 0.08
H -4.546 0.042 0.153 0.08
H -3.566 -0.062 -1.273 0.07
H -2.027 -2.313 -0.665 0.12
H -0.791 -3.189 1.423 0.15
H -0.198 -2.283 4.059 0.11
H -0.797 -0.549 5.564 0.10
H -2.359 1.267 4.916 0.10
H -3.244 1.380 2.578 0.11
C 3.478 1.627 -0.118 -0.11
C 2.097 1.091 -0.460 -0.21
C 1.991 0.639 -1.900 -0.25
C 1.895 -0.710 -2.225 -0.05
C 1.685 -1.102 -3.550 -0.09
C 1.644 -0.155 -4.566 -0.10
C 1.869 1.173 -4.235 -0.09
C 2.156 1.566 -2.929 -0.04
H 3.686 2.603 -0.555 0.07
H 4.244 0.946 -0.484 0.08
H 3.639 1.741 0.958 0.07
H 1.808 0.311 0.239 0.10
H 1.370 1.903 -0.351 0.11
H 1.799 -1.422 -1.410 0.11
H 1.677 -2.164 -3.730 0.09
H 1.343 -0.467 -5.553 0.10
H 1.923 1.937 -4.997 0.10
H 2.515 2.562 -2.726 0.11



#b
37
Properties=species:S:1:pos:R:3:lowdin_charge:R:1 method="wB97M-V/def2-TZVPD" homo_energy_ha=-0.27473 lumo_energy_ev=0.66
C -2.281 -1.511 3.248 -0.10
C -1.821 -0.247 2.405 -0.19
C -0.374 -0.089 2.218 -0.22
C 0.638 -1.017 1.858 -0.02
N 1.562 -0.270 1.241 0.06
C 1.379 1.061 1.454 -0.18
C 2.342 2.056 1.105 -0.01
C 1.857 3.318 1.346 -0.11
C 0.643 3.576 2.048 -0.09
C -0.162 2.526 2.502 -0.02
C 0.083 1.208 2.069 -0.16
H -2.057 -1.488 4.290 0.05
H -1.679 -2.452 2.890 0.09
H -3.293 -1.784 3.081 0.04
H -2.234 -0.670 1.376 0.15
H -2.377 0.621 2.668 0.09
H 0.640 -2.079 1.946 0.11
H 2.445 -0.644 1.025 0.14
H 3.343 1.903 0.907 0.08
H 2.568 4.154 1.172 0.11
H 0.575 4.531 2.323 0.05
H -1.011 2.700 3.327 0.15
C 2.062 -1.757 -3.196 -0.06
C 0.595 -1.301 -3.247 -0.26
C 0.357 0.067 -3.433 -0.06
C -0.988 0.484 -3.536 -0.07
C -2.034 -0.378 -3.096 -0.11
C -1.707 -1.595 -2.584 -0.14
C -0.484 -2.198 -2.836 -0.03
H 2.313 -2.679 -3.665 0.06
H 2.324 -1.784 -2.079 0.09
H 2.719 -0.929 -3.488 0.07
H 1.098 0.778 -3.718 0.10
H -1.280 1.524 -3.649 0.09
H -3.133 -0.161 -3.073 0.12
H -2.518 -2.275 -2.301 0.10
H -0.109 -3.198 -2.600 0.11



Stability verdict: #a, ahead by 62.7 kcal/mol